# C48H70N2O30

A 12-piece molecular cluster, C48H70N2O30 overall (ωB97M-V/def2-TZVPD, the OMol25 dataset).

Geometry as XYZ:
```
150
Properties=species:S:1:pos:R:3
C 0.8740 3.9452 4.2595
C 0.5513 2.8758 5.3110
C 1.8052 2.3663 6.0362
O 1.4140 2.4022 7.4259
C 0.2569 3.0367 7.5240
O -0.2410 3.4216 8.5592
O -0.3023 3.2877 6.3490
H -0.0187 4.3507 3.7849
H 1.4455 3.4818 3.4543
H 1.4703 4.7218 4.7399
H 0.1622 2.0045 4.7774
H 2.6779 3.0097 5.9208
H 2.0085 1.3631 5.6701
C -1.8193 5.3368 13.3942
C -0.9779 5.0535 14.6123
C -1.6546 4.1625 15.6792
O -0.5832 3.3354 16.1135
C 0.4567 3.4279 15.2688
O 1.4278 2.7454 15.3124
O 0.1793 4.2941 14.2812
H -2.0867 4.4080 12.8888
H -1.3284 6.0108 12.6920
H -2.7311 5.8582 13.6913
H -0.7441 5.9934 15.1176
H -2.4978 3.5905 15.2828
H -2.1115 4.7627 16.4650
C 0.6471 12.5940 14.4831
C -0.6515 11.9759 14.0388
C -1.1296 12.2446 12.6400
O -1.2382 10.9792 11.9855
C -0.9544 10.0204 12.8927
O -1.0129 8.8533 12.6669
O -0.5660 10.5352 14.0909
H 0.6683 13.6706 14.3240
H 1.4451 12.1354 13.8934
H 0.9104 12.3823 15.5202
H -1.4770 12.2443 14.7035
H -0.4799 12.9382 12.1026
H -2.0703 12.7954 12.6924
C 5.1233 3.0749 10.9891
C 5.3384 1.5858 11.1916
C 6.7989 1.1770 11.0906
O 7.0194 0.3243 12.2022
C 6.0016 0.4688 13.0753
O 5.9146 -0.0074 14.1600
O 5.0261 1.2295 12.5281
H 5.8094 3.7174 11.5393
H 4.0681 3.3041 11.1404
H 5.2780 3.3367 9.9424
H 4.7133 1.0093 10.5030
H 7.4540 2.0555 11.1359
H 7.0790 0.7046 10.1486
C -1.4036 8.4398 7.9880
C -1.1730 7.2668 7.0313
C -1.8511 5.9827 7.4983
O -2.6057 5.6246 6.3449
C -2.4581 6.5189 5.3426
O -2.8847 6.3954 4.2495
O -1.7842 7.6292 5.8041
H -1.2523 8.2500 9.0508
H -2.4060 8.8546 7.8666
H -0.7577 9.2770 7.7089
H -0.1175 7.0613 6.8665
H -2.5688 6.1518 8.3021
H -1.0806 5.2967 7.8257
C 1.9117 1.7399 11.1287
C 1.1806 0.4663 10.8051
C -0.3380 0.5609 10.6661
O -0.6548 -0.2843 9.5667
C 0.4311 -0.3946 8.7900
O 0.4867 -0.7031 7.6443
O 1.5194 0.0000 9.4856
H 1.6157 2.0581 12.1299
H 1.6484 2.5110 10.4009
H 2.9883 1.5890 11.0718
H 1.4330 -0.3400 11.5003
H -0.6936 1.5600 10.3959
H -0.8587 0.2250 11.5618
C 1.5679 7.8001 15.4282
C 1.9746 9.2166 15.7670
C 2.9582 9.3035 16.9335
O 3.9647 10.1792 16.4391
C 3.7310 10.4905 15.1247
O 4.3797 11.2628 14.5087
O 2.6881 9.7900 14.6749
H 1.0609 7.2540 16.2262
H 2.3758 7.1342 15.1164
H 0.8741 7.8293 14.5821
H 1.0803 9.8165 15.9291
H 3.4447 8.3540 17.1634
H 2.4705 9.6781 17.8327
C 1.8964 9.7952 9.8264
C 2.7683 10.7686 10.5979
C 3.6040 11.7359 9.7255
O 3.3468 13.0294 10.2937
C 2.2344 12.9526 11.0442
O 1.6346 13.8950 11.4674
O 1.8359 11.6953 11.1798
H 1.6349 10.1477 8.8304
H 1.0161 9.5020 10.3979
H 2.4415 8.8591 9.6532
H 3.3843 10.2923 11.3602
H 3.3487 11.7634 8.6656
H 4.6594 11.4771 9.7632
C 7.1775 6.5662 8.3538
C 6.1163 7.3431 7.5715
C 4.8282 7.6972 8.2923
O 4.7768 9.1187 8.2439
C 5.9906 9.6025 7.8513
O 6.2544 10.7606 7.8624
O 6.7259 8.6194 7.3117
H 6.8592 5.5886 8.7251
H 7.5972 7.1885 9.1422
H 7.9635 6.2475 7.6643
H 5.9176 6.7549 6.6780
H 4.7701 7.2777 9.3000
H 3.9433 7.3911 7.7310
C 2.4629 5.8569 11.8736
C 1.4971 5.1617 10.9500
C 0.4433 6.1153 10.3309
O 0.8320 6.2525 8.9699
C 1.7997 5.3842 8.6732
O 2.2274 5.1240 7.5917
O 2.2229 4.7609 9.7842
H 1.9661 6.3285 12.7242
H 3.0647 6.5564 11.2908
H 3.1618 5.1860 12.3793
H 0.9214 4.3704 11.4295
H 0.5369 7.0892 10.8118
H -0.5595 5.6991 10.3834
N 5.8582 0.3807 7.0154
C 4.6045 0.8489 7.3087
C 4.7331 2.1410 7.7089
C 6.0974 2.5145 7.6339
C 6.7761 1.3714 7.2350
H 6.0712 -0.5698 6.7799
H 3.7557 0.1909 7.2118
H 3.9636 2.8151 8.0584
H 6.5420 3.4407 7.9516
H 7.8007 1.1162 7.0119
N 6.1821 5.6837 4.3099
C 5.0605 6.4625 4.1977
C 4.0477 5.8637 4.9602
C 4.6214 4.6753 5.4558
C 5.9752 4.6343 5.1486
H 7.1025 5.9493 4.0068
H 5.1915 7.3724 3.6357
H 3.0657 6.2905 5.0663
H 4.0690 3.9811 6.0634
H 6.7795 3.9749 5.4185
```

Output
structure (SMILES) = C[C@H]1COC(=O)O1.C[C@H]1COC(=O)O1.C[C@H]1COC(=O)O1.C[C@H]1COC(=O)O1.C[C@H]1COC(=O)O1.C[C@H]1COC(=O)O1.C[C@H]1COC(=O)O1.C[C@H]1COC(=O)O1.C[C@H]1COC(=O)O1.C[C@H]1COC(=O)O1.c1cc[nH]c1.c1cc[nH]c1
LUMO level = 0.111 eV
energy above the lowest of the compared OMol25 structures with the same formula, charge and spin = 6.4 kcal/mol
highest occupied orbital energy = -8.7 eV
E_tot = -4237.90673 hartree
Kohn-Sham gap = 8.84 eV

Mulliken atomic charge list, values in e, 5 entries: atom 1 (C): -1.167, atom 2 (C): 0.205, atom 3 (C): 0.796, atom 4 (O): 0.698, atom 5 (C): -0.016

=====

# C48H72O36

A 12-piece molecular cluster, C48H72O36 overall (ωB97M-V/def2-TZVPD, the OMol25 dataset).

Geometry as XYZ:
```
156
Properties=species:S:1:pos:R:3
C -4.2570 2.9894 7.4962
C -3.1773 2.7339 6.4831
C -2.6511 1.2746 6.4966
O -2.6789 0.8863 5.1225
C -3.3266 1.8120 4.3904
O -3.4875 1.7807 3.2231
O -3.7239 2.8600 5.1554
H -3.8836 2.9925 8.5255
H -5.0636 2.2555 7.4925
H -4.6619 3.9919 7.3391
H -2.3763 3.4579 6.6373
H -3.3019 0.6461 7.1017
H -1.6275 1.2515 6.8609
C -5.8470 -0.3076 3.2649
C -4.8142 -1.1861 3.8950
C -5.2928 -2.6178 4.2342
O -4.2611 -3.4561 3.6993
C -3.4299 -2.7379 2.9277
O -2.5097 -3.1962 2.3495
O -3.7540 -1.4298 2.9524
H -6.6737 -0.1284 3.9570
H -6.2664 -0.7501 2.3596
H -5.4515 0.6620 2.9573
H -4.3974 -0.7519 4.8066
H -6.2445 -2.8493 3.7561
H -5.3163 -2.7650 5.3103
C -0.5573 -3.8149 5.1406
C 0.5506 -2.8096 4.9664
C 0.2634 -1.8126 3.8343
O 0.3297 -0.5155 4.4460
C 0.4694 -0.6566 5.7760
O 0.5302 0.2565 6.5405
O 0.5492 -1.9375 6.1220
H -0.4688 -4.3580 6.0820
H -0.5646 -4.5262 4.3125
H -1.5325 -3.3230 5.1439
H 1.5225 -3.2591 4.7756
H -0.7356 -1.9596 3.4160
H 0.9681 -1.9144 3.0117
C -2.7976 1.1694 -6.4847
C -1.5365 1.9539 -6.7525
C -0.3334 1.5218 -5.8889
O 0.7359 1.4333 -6.8369
C 0.2574 1.4703 -8.0965
O 0.9205 1.3139 -9.0586
O -1.0730 1.6588 -8.0880
H -2.6648 0.0903 -6.5717
H -3.5774 1.4224 -7.2083
H -3.1983 1.4064 -5.4962
H -1.7185 3.0268 -6.6593
H -0.5140 0.5544 -5.4329
H -0.1209 2.2919 -5.1508
C -0.0546 -2.3251 -6.1870
C 0.0006 -2.6381 -7.6511
C 1.3461 -2.3560 -8.3620
O 1.6685 -3.5790 -8.9966
C 0.7710 -4.5429 -8.6650
O 0.8321 -5.6602 -9.0337
O -0.1974 -4.0528 -7.8664
H 0.0873 -1.2796 -5.9512
H 0.6450 -2.9504 -5.6244
H -1.0137 -2.6485 -5.7646
H -0.8391 -2.1686 -8.1743
H 2.1032 -1.9941 -7.6698
H 1.2112 -1.5979 -9.1353
C 4.3377 2.2759 -5.0396
C 4.1098 0.9360 -4.3766
C 2.6332 0.4965 -4.2867
O 2.5622 -0.6422 -5.1472
C 3.8004 -0.9978 -5.5678
O 4.0203 -2.0019 -6.1599
O 4.7154 -0.0824 -5.2069
H 5.4143 2.4524 -5.1120
H 3.9147 3.1103 -4.4756
H 3.9419 2.3306 -6.0558
H 4.6245 0.9258 -3.4159
H 1.9630 1.3095 -4.5509
H 2.3832 0.2177 -3.2644
C 3.6905 -0.2063 2.2352
C 4.4397 -0.9819 3.2912
C 5.9583 -0.7481 3.2487
O 6.2819 -0.2196 4.5465
C 5.1854 -0.1481 5.3175
O 5.1796 0.2564 6.4275
O 4.0968 -0.5652 4.6360
H 2.6140 -0.2994 2.3529
H 4.0279 -0.6026 1.2787
H 3.9688 0.8519 2.2580
H 4.1762 -2.0408 3.2638
H 6.2246 0.0132 2.5169
H 6.5288 -1.6610 3.0940
C 3.3102 5.4149 -2.1891
C 2.7727 4.4901 -1.1373
C 1.2635 4.2302 -1.1985
O 1.1425 2.8153 -1.0132
C 2.3453 2.2440 -1.1055
O 2.5665 1.0734 -1.0649
O 3.3132 3.1649 -1.2911
H 4.3964 5.4824 -2.0980
H 2.9659 6.4329 -1.9790
H 3.0497 5.1673 -3.2173
H 3.0436 4.8888 -0.1631
H 0.8565 4.4717 -2.1857
H 0.7075 4.7854 -0.4501
C 1.2100 3.6347 6.4186
C 1.2891 3.0687 5.0414
C -0.0065 2.8972 4.2821
O 0.4178 3.1196 2.9307
C 1.5333 3.8606 2.9225
O 2.0407 4.3139 1.9383
O 2.0071 4.0062 4.1685
H 0.7263 2.9193 7.0835
H 0.6270 4.5623 6.4015
H 2.1936 3.8685 6.8147
H 1.8767 2.1591 5.0256
H -0.7402 3.6426 4.5966
H -0.3463 1.8743 4.4034
C -1.2973 1.0221 1.1485
C -0.4544 0.1710 0.2415
C -0.8389 -1.3165 0.2862
O -0.6901 -1.7446 -1.0726
C -0.5525 -0.6517 -1.8588
O -0.4217 -0.6773 -3.0383
O -0.7182 0.4741 -1.1409
H -0.9454 0.9913 2.1803
H -2.3392 0.7021 1.1873
H -1.2512 2.0652 0.8348
H 0.6122 0.2206 0.4730
H -1.8388 -1.4471 0.6979
H -0.1442 -1.8711 0.9094
C -4.4054 0.1096 -2.4590
C -3.9928 -0.7673 -1.3123
C -5.0550 -0.8864 -0.2072
O -5.0520 -2.2723 0.0911
C -4.3880 -2.9661 -0.8706
O -4.2989 -4.1376 -0.8981
O -3.8673 -2.1153 -1.7755
H -3.6167 0.2786 -3.1939
H -4.7756 1.0787 -2.1224
H -5.1919 -0.4025 -3.0218
H -3.0502 -0.4526 -0.8668
H -6.0406 -0.5668 -0.5590
H -4.7982 -0.2632 0.6455
C 2.0120 -3.8367 -2.7093
C 2.6543 -3.9175 -1.3526
C 3.0302 -2.5604 -0.7165
O 2.3825 -2.5837 0.5664
C 1.6854 -3.7358 0.7199
O 1.1225 -4.0546 1.7107
O 1.6806 -4.4347 -0.4192
H 1.8377 -4.8501 -3.0832
H 2.5678 -3.2964 -3.4691
H 1.0109 -3.4047 -2.6186
H 3.5118 -4.5927 -1.3456
H 2.6696 -1.7242 -1.3128
H 4.1035 -2.4582 -0.5650
```

Output
structure (SMILES) = C[C@H]1COC(=O)O1.C[C@H]1COC(=O)O1.C[C@H]1COC(=O)O1.C[C@H]1COC(=O)O1.C[C@H]1COC(=O)O1.C[C@H]1COC(=O)O1.C[C@H]1COC(=O)O1.C[C@H]1COC(=O)O1.C[C@H]1COC(=O)O1.C[C@H]1COC(=O)O1.C[C@H]1COC(=O)O1.C[C@H]1COC(=O)O1
LUMO level = 0.020 eV
energy above the lowest of the compared OMol25 structures with the same formula, charge and spin = 10.4 kcal/mol
highest occupied orbital energy = -10.3 eV
E_tot = -4581.13510 hartree
Kohn-Sham gap = 10.32 eV

Mulliken atomic charge list, values in e, 5 entries: atom 1 (C): -1.699, atom 2 (C): 0.587, atom 3 (C): -0.567, atom 4 (O): 0.140, atom 5 (C): 0.656

=====

- The highest energy above the lowest of the compared OMol25 structures with the same formula, charge and spin belongs to which entry?
  C48H72O36